Molecular formula: C3H6S3
Method: DFT, the ωB97M-V functional and the def2-TZVPD basis

Positions of all 12 atoms, in Å:
C  -2.57  -0.44  0.87
S  -0.51  1.72  0.02
H  -3.07  -1.44  1.16
H  1.65  -0.43  -1.98
H  -3.47  0.06  0.15
H  1.98  0.29  1.79
C  1.47  0.07  -0.85
H  1.63  1.32  -1.10
S  -1.34  -1.07  -0.48
S  2.47  -0.56  0.49
C  -0.03  0.16  -0.38
H  -1.83  0.18  1.77

Calculated values
Charge   0
SMILES   CSC(=S)CS
E_HOMO   -8.570 eV
Orbital gap   8.0 eV
Relative energy (zero: lowest compared OMol25 entry of this formula, charge and spin)   402.5 kJ/mol
2S+1   1


Molecular formula: C9H13NO3S2
Method: DFT, the ωB97M-V functional and the def2-TZVPD basis

Positions of all 28 atoms, in Å:
H  0.46  -1.22  -1.62
H  1.69  -0.23  -2.38
H  1.30  -1.80  0.42
H  -2.59  -0.97  2.41
C  -2.16  1.58  0.25
H  2.95  -1.23  0.05
C  2.15  -0.59  1.92
H  3.50  -0.34  3.25
H  0.55  0.63  0.30
H  -0.88  -0.49  2.42
C  1.36  0.23  -0.30
N  -1.84  0.39  -0.35
O  1.24  -0.32  2.67
C  0.85  -0.21  -1.68
C  -1.70  -0.72  0.46
C  -1.65  0.29  -1.78
H  -0.06  1.74  -1.92
O  -1.47  -1.83  0.04
C  1.99  -0.95  0.47
S  -2.30  1.39  1.98
O  3.42  -0.58  2.31
C  -1.84  -0.36  1.91
C  -0.24  0.71  -2.23
S  -2.38  2.98  -0.55
H  2.10  1.02  -0.41
H  -0.24  0.68  -3.32
H  -2.39  0.93  -2.26
H  -1.83  -0.75  -2.05

Calculated values
Charge   0
SMILES   O=C(O)CCCCCN1C(=O)CSC1=S
E_HOMO   -8.826 eV
Orbital gap   9.0 eV
Relative energy (zero: lowest compared OMol25 entry of this formula, charge and spin)   0.0 kJ/mol
2S+1   1


Molecular formula: C4H6ClNS
Method: DFT, the ωB97M-V functional and the def2-TZVPD basis

Positions of all 13 atoms, in Å:
Cl  -2.38  -0.08  1.45
H  1.02  1.31  0.19
C  -0.04  1.45  0.12
C  -0.36  0.10  -0.42
S  1.53  -1.68  0.67
H  -1.16  0.10  -1.28
C  -1.19  -0.90  0.53
H  0.42  -1.58  -1.43
H  1.69  -0.04  -1.10
H  -0.71  1.63  0.98
N  0.58  -1.69  1.81
C  0.87  -0.75  -0.80
H  -0.29  2.13  -0.71

Calculated values
Charge   0
E_HOMO (alpha / beta)   -7.889 / -7.888 eV
Orbital gap (alpha / beta)   6.9 / 6.9 eV
Relative energy (zero: lowest compared OMol25 entry of this formula, charge and spin)   573.5 kJ/mol
2S+1   1


Molecular formula: C14H4BrCl2N2O2S
Method: DFT, the ωB97M-V functional and the def2-TZVPD basis

Positions of all 26 atoms, in Å:
Cl  -3.49  2.04  -0.45
H  2.59  -1.03  0.42
C  2.70  1.94  -1.28
N  -2.13  -3.94  -0.21
C  1.80  1.64  -2.32
H  1.61  2.36  -3.11
C  2.36  -0.25  -0.31
S  0.39  -1.89  -1.15
C  -1.87  1.18  1.53
C  3.02  0.97  -0.31
N  0.04  -3.08  3.04
C  -2.54  0.89  0.38
C  -1.73  -1.48  0.50
O  -0.51  0.38  3.33
Cl  -1.87  2.73  2.23
C  -1.99  -2.83  0.14
Br  3.47  3.67  -1.18
H  0.43  0.15  -3.11
C  1.13  0.42  -2.32
C  -0.48  -2.23  2.42
O  -3.23  -0.79  -1.18
C  -2.57  -0.48  -0.20
C  -1.13  -1.20  1.70
C  -1.11  0.14  2.28
H  3.78  1.18  0.43
C  1.34  -0.51  -1.26

Calculated values
Charge   -1
E_HOMO   -4.276 eV
Orbital gap   4.7 eV
Relative energy (zero: lowest compared OMol25 entry of this formula, charge and spin)   6.7 kJ/mol
2S+1   1


Molecular formula: C4H5NO2
Method: DFT, the ωB97M-V functional and the def2-TZVPD basis

Positions of all 12 atoms, in Å:
C  0.50  0.61  -1.44
C  -0.10  0.46  0.94
H  -0.99  0.52  1.57
H  0.48  1.39  1.01
C  -0.46  0.18  -0.50
H  -2.30  -0.78  -0.15
N  1.30  0.98  -2.17
O  0.63  -0.61  1.51
O  1.76  -0.90  0.71
H  -1.78  -0.66  -1.91
H  2.52  -0.75  1.30
C  -1.57  -0.45  -0.87

Calculated values
Charge   0
SMILES   C=C(C#N)COO
E_HOMO   -10.435 eV
Orbital gap   10.8 eV
Relative energy (zero: lowest compared OMol25 entry of this formula, charge and spin)   410.1 kJ/mol
2S+1   1


Molecular formula: C10H16N
Method: DFT, the ωB97M-V functional and the def2-TZVPD basis

Positions of all 27 atoms, in Å:
C  1.24  0.43  1.19
C  2.55  -0.93  -0.77
C  -1.42  0.65  0.60
H  -1.78  -0.89  -1.72
C  -0.81  -0.66  -1.26
H  0.53  2.52  1.45
H  -0.90  2.55  -0.34
N  1.64  -0.64  0.25
H  -2.55  0.78  0.30
C  0.45  -0.67  0.63
H  -1.44  0.75  1.74
H  1.48  2.42  0.09
H  -2.72  -2.01  0.63
C  0.78  1.82  0.71
C  -0.52  1.60  -0.09
C  -0.36  0.84  -1.52
H  2.97  -1.99  -0.66
H  3.38  -0.18  -0.57
H  1.72  0.41  2.15
H  1.94  -0.79  -1.74
C  -1.74  -1.81  1.10
H  0.77  0.81  -1.80
H  -0.20  -1.46  -1.75
H  -1.07  -2.74  1.26
H  -1.02  1.37  -2.22
H  -2.04  -1.46  2.08
C  -0.88  -0.72  0.25

Calculated values
Charge   +1
SMILES   C[N+]1=C2[C@@H]1C[C@H]1CC[C@]2(C)C1
E_HOMO   -14.749 eV
Orbital gap   10.4 eV
Relative energy (zero: lowest compared OMol25 entry of this formula, charge and spin)   364.9 kJ/mol
2S+1   1


Molecular formula: C24H36N12
Method: DFT, the ωB97M-V functional and the def2-TZVPD basis

Positions of all 72 atoms, in Å:
N  -1.58  3.55  -0.18
C  0.81  2.64  2.40
C  -2.30  -1.53  3.59
C  -0.25  -0.61  0.08
N  -0.52  -2.61  -3.16
H  -2.07  -3.04  -0.22
C  -2.71  -2.96  3.57
H  -0.61  5.89  1.59
N  -0.03  -1.33  0.96
H  3.72  -1.13  -1.64
C  -1.66  5.71  1.39
H  0.09  3.27  2.94
H  -2.25  5.64  2.30
C  3.41  -3.31  3.79
H  2.25  0.49  -5.51
C  -3.10  -3.36  -0.04
N  -1.71  2.37  4.78
H  1.24  -5.13  -3.60
H  -1.10  -0.20  -1.78
H  -3.37  2.90  2.13
H  4.99  3.33  -1.29
H  0.36  0.71  -1.28
C  1.68  0.27  -4.61
H  2.34  -1.63  -0.49
C  -2.81  2.85  -2.98
C  3.50  1.88  -0.71
H  3.83  -2.03  2.14
C  3.12  -1.93  -1.19
N  -4.33  -4.26  -2.15
C  -3.13  1.98  2.67
H  -1.26  1.16  -0.62
N  4.97  -3.70  -0.57
C  -0.62  0.35  -0.97
H  -2.73  -0.96  4.41
N  3.67  -4.22  4.44
H  -2.04  6.56  0.83
H  5.03  1.80  -2.14
H  2.26  -0.27  -3.86
H  -1.81  2.53  -2.66
C  0.43  -5.08  -2.88
N  -3.02  -4.10  3.57
C  1.43  1.69  3.28
H  -3.66  -2.53  0.38
H  0.65  -0.07  -4.71
N  2.44  1.54  -0.32
N  1.21  2.68  -3.46
H  -2.76  -1.10  2.70
H  0.27  2.06  1.66
C  1.39  1.61  -3.94
C  -2.30  2.21  3.85
H  -2.90  3.48  -3.86
C  4.85  2.25  -1.17
H  1.61  3.19  1.91
H  2.05  -2.43  2.49
H  2.64  -2.41  -2.04
H  -0.27  -5.89  -3.09
C  4.15  -2.94  -0.79
H  -3.09  -4.20  0.65
C  -3.78  -3.83  -1.22
N  -4.24  0.84  -3.89
C  3.04  -2.19  2.87
H  -2.66  1.25  2.00
C  -3.62  1.73  -3.42
N  1.97  0.94  3.99
H  -3.39  3.36  -2.21
C  -1.63  4.48  0.51
C  -0.14  -3.71  -3.05
H  -1.22  -1.46  3.58
H  0.88  -5.12  -1.89
H  -4.08  1.58  3.02
H  2.94  -1.33  3.54
H  5.49  1.80  -0.41

Calculated values
Charge   0
SMILES   CC#N.CC#N.CC#N.CC#N.CC#N.CC#N.CC#N.CC#N.CC#N.CC#N.CC#N.CC#N
E_HOMO   -11.011 eV
Orbital gap   10.9 eV
Relative energy (zero: lowest compared OMol25 entry of this formula, charge and spin)   196.9 kJ/mol
2S+1   1


Molecular formula: C4H5N
Method: DFT, the ωB97M-V functional and the def2-TZVPD basis

Positions of all 10 atoms, in Å:
N  0.29  -0.60  0.88
C  -0.67  -0.03  -1.00
H  -1.22  0.08  -1.91
C  0.15  1.03  -0.59
C  0.70  0.71  0.65
H  -0.90  -2.06  -0.09
H  0.67  -1.19  1.60
C  -0.56  -1.05  -0.07
H  0.16  1.95  -1.14
H  1.46  1.12  1.30

Calculated values
Charge   0
SMILES   c1cc[nH]c1
E_HOMO   -8.269 eV
Orbital gap   9.4 eV
Relative energy (zero: lowest compared OMol25 entry of this formula, charge and spin)   21.5 kJ/mol
2S+1   1